1.
Entry from the OMol25 dataset: a molecular structure, C39H36BF4IrO2S2 at a distorted geometry (ωB97M-V/def2-TZVPD).

As for the net charge: +1. The LUMO energy (spin up / spin down) comes out at -4.37 / -5.37 eV. Its multiplicity is 2.

CARTESIAN COORDINATES (ANGSTROEM)
Ir  -1.50317  0.78293  -0.60286
S  1.02336  0.88425  -1.40260
S  -0.68439  0.91970  1.74068
F  -2.06939  4.68624  -0.17750
F  -1.10264  4.14908  -2.20299
F  -2.52357  2.57737  -1.12995
F  -0.47310  3.02069  -0.28910
O  1.84183  1.08042  -0.17696
O  -1.82759  0.31197  2.47364
C  2.48562  -3.02167  0.51007
C  4.85328  -0.54507  -5.85671
C  4.10888  -0.67076  -3.44662
C  3.91115  -2.72117  2.89094
C  2.79183  0.61625  -4.99254
C  -2.99461  -0.09876  -1.30010
C  3.55006  -3.82389  0.78293
C  -1.05411  2.84631  3.58286
C  0.35147  4.79573  3.85248
C  2.07114  -2.02268  1.43833
C  -1.05722  -2.44629  -2.40401
C  4.26553  -3.68555  1.99910
C  1.44046  0.02355  3.26094
C  2.45872  -0.82948  3.54050
C  -1.73368  -4.42544  1.27590
C  3.89304  -0.20088  -4.74684
C  -4.34378  0.11752  -0.76816
C  -0.73929  4.02776  4.24057
C  -1.28363  -3.13276  -1.16389
C  -0.66578  -2.66110  0.02042
C  -0.90503  -3.34034  1.23719
C  0.70641  -0.14623  2.06689
C  -5.07590  1.07210  -1.74859
C  0.88459  3.14835  2.15751
C  0.97038  -1.15170  1.18603
C  3.24233  -0.35333  -2.41607
C  -2.33650  -4.90124  0.09428
C  2.81618  -1.85438  2.62990
C  1.90684  0.94555  -3.97357
C  -0.22174  2.40899  2.56910
C  -0.42513  -1.26431  -2.41885
C  2.13669  0.43579  -2.70491
C  0.08922  -0.69192  -1.18536
C  1.15651  4.33982  2.80241
C  -4.32239  0.73916  0.63858
C  -2.11353  -4.26632  -1.09974
C  0.68026  6.09071  4.55348
C  0.11922  -1.45610  -0.01098
C  -5.08802  -1.23313  -0.70839
B  -1.52070  3.73342  -0.97279
H  -5.19781  -1.67237  -1.70403
H  -0.26372  -0.72832  -3.34788
H  2.62866  1.01175  -5.99004
H  -1.36721  4.36512  5.05798
H  4.34415  -0.58083  -6.81959
H  1.06041  1.60011  -4.16013
H  3.85710  -4.57519  0.06523
H  -2.59645  -4.61133  -2.00838
H  1.51377  2.79737  1.35094
H  -6.10717  1.17819  -1.41096
H  -1.41412  -2.89424  -3.32717
H  5.63512  0.21592  -5.92401
H  -3.71544  1.64397  0.66661
H  1.99416  4.94596  2.47377
H  1.95086  -3.14158  -0.42653
H  5.09926  -4.34363  2.20966
H  4.97579  -1.28939  -3.23836
H  -1.93880  -4.91595  2.21901
H  -4.59828  2.05084  -1.76364
H  -1.91724  2.25439  3.86343
H  1.17377  0.81391  3.95018
H  -6.08453  -1.06869  -0.29493
H  -5.33566  1.02162  0.93461
H  3.01934  -0.72562  4.46314
H  1.06770  6.82672  3.84829
H  -2.95119  -0.64331  -2.25033
H  -5.07542  0.67138  -2.76724
H  -2.98678  -5.76685  0.13191
H  5.33794  -1.50454  -5.67717
H  3.41903  -0.70102  -1.40251
H  -4.56208  -1.94191  -0.06440
H  1.45419  5.91678  5.30562
H  4.46272  -2.59027  3.81607
H  -0.19244  6.50557  5.05719
H  -0.45523  -2.96963  2.15063
H  -3.92450  0.03589  1.36833

=====

2.
Entry from the OMol25 dataset: a molecular structure, C17H11BF7N2O3V at a distorted geometry (ωB97M-V/def2-TZVPD).

As for the energy above the lowest of the compared OMol25 structures with the same formula, charge and spin: 0.047 eV. As for the net charge: -1. The LUMO energy (spin up / spin down) comes out at 2.67 / 2.67 eV. Its multiplicity is 4.

CARTESIAN COORDINATES (ANGSTROEM)
V  -1.90090  -2.71231  0.22973
F  -3.88955  -3.73898  0.35372
F  -5.42438  -2.88165  -1.02879
F  -4.20739  -4.71581  -1.75803
F  -0.33454  -2.31211  3.20159
F  -2.13458  -1.47039  2.24744
F  -2.22111  -3.53031  3.05598
F  -3.13331  -2.75373  -1.57032
O  -1.63632  -0.03874  -0.10242
O  -0.72294  -5.61580  -0.13936
O  1.75785  -2.96644  -0.57589
N  -0.17851  -1.73097  -0.22416
N  1.73120  -0.65406  -0.81891
C  1.16068  -1.91491  -0.51136
C  -0.30838  2.35723  -1.51838
C  0.87081  3.63996  -3.24893
C  2.09780  2.06314  1.01435
C  0.79569  1.16145  3.27497
C  0.80292  0.37867  -0.41866
C  1.71444  1.54050  -2.51763
C  -0.47092  -0.44486  -0.25545
C  2.36367  2.59336  2.27983
C  -1.40933  -2.68902  2.34013
C  -1.17579  -4.60429  -0.19062
C  1.82154  2.69752  -3.29440
C  -0.23712  3.45965  -2.43300
C  0.73911  1.43022  -1.54587
C  1.72154  2.14058  3.41922
C  0.50785  0.58806  2.07640
C  1.17002  1.00688  0.93495
B  -4.18987  -3.53948  -1.03270
H  -1.00173  4.19816  -2.53713
H  2.61206  2.50498  0.10965
H  -0.33597  -0.12205  2.06282
H  2.70179  2.86279  -3.88893
H  3.12470  3.40183  2.32625
H  0.98027  4.58492  -3.76133
H  2.71476  -0.64749  -0.62775
H  2.56576  0.86320  -2.57586
H  -1.20963  2.21639  -0.89626
H  1.98047  2.52399  4.40033
H  0.18735  0.86993  4.14479

=====

3.
Entry from the OMol25 dataset: a molecular structure, C31H26CrF5N4OP (ωB97M-V/def2-TZVPD).

As for the energy above the lowest of the compared OMol25 structures with the same formula, charge and spin: 0.000 eV. As for the net charge: +1. The LUMO energy (spin up / spin down) comes out at -3.04 / -2.68 eV. Its multiplicity is 2.

CARTESIAN COORDINATES (ANGSTROEM)
Cr  0.14122  -0.05635  -0.20940
P  -1.54003  1.16650  1.13852
F  4.26067  -2.48587  -3.10138
F  4.27207  2.17885  -2.62674
F  2.13041  -2.68122  -1.60400
F  5.39035  -0.07646  -3.64021
F  2.09509  2.06285  -1.15029
O  1.39580  0.65248  1.25681
N  -1.56613  2.60456  0.21179
N  -1.16546  -1.21883  -1.41556
N  -0.57033  1.52216  -1.57802
N  2.78997  0.12410  2.92201
C  -1.71275  -3.25971  -2.54747
C  2.56675  0.87992  -1.62314
C  -3.26761  0.76965  1.49513
C  0.15792  -1.63640  1.11515
C  4.28078  -0.14950  -2.91106
C  2.54724  -1.41246  -1.87413
C  -3.73147  -0.51962  1.25272
C  -2.37416  -0.75032  -1.77536
C  0.07321  2.52128  5.22765
C  3.69716  -1.36828  -2.64073
C  1.57524  -1.64664  1.69974
C  -4.14185  1.73003  2.00886
C  -1.34849  1.09541  3.91176
C  3.71054  0.99302  -2.38991
C  -0.83500  1.47498  5.14591
C  -5.46869  1.40968  2.24158
C  -0.85904  -2.46507  -1.80493
C  1.89814  -0.30920  -1.34929
C  -0.37054  2.55552  -3.72430
C  -1.13981  2.63515  -1.09763
C  -5.93000  0.12095  1.98017
C  -0.92397  3.72720  -3.20268
C  1.93485  -0.22044  1.96720
C  -2.94969  -2.76193  -2.91021
C  -0.21557  1.48965  -2.88000
C  -0.01688  2.78950  2.83626
C  -5.06239  -0.84576  1.49619
C  -0.94444  1.75211  2.75101
C  -1.32206  3.77270  -1.88968
C  -3.28477  -1.47836  -2.51193
C  0.47990  3.17964  4.07226
H  0.11070  -2.82423  -1.51753
H  -1.77421  4.66086  -1.46575
H  -1.05312  4.59842  -3.83340
H  -6.96842  -0.12826  2.16646
H  2.29749  -2.01517  0.96481
H  3.24571  -0.57220  3.48446
H  1.18302  4.00166  4.13374
H  -2.62028  0.24971  -1.45384
H  0.21875  0.55936  -3.22093
H  1.67525  -2.26244  2.59646
H  -3.64118  -3.36060  -3.49061
H  -3.78492  2.72712  2.24590
H  -6.14444  2.15868  2.63636
H  -2.07571  0.29242  3.86006
H  -0.56158  -1.44114  1.91519
H  -2.01146  3.43760  0.56547
H  -0.09589  -2.59702  0.67439
H  -4.24034  -1.03490  -2.76025
H  -1.15822  0.96319  6.04335
H  -1.39459  -4.25373  -2.83145
H  3.02736  1.09429  3.05072
H  -0.06288  2.48143  -4.75736
H  0.45918  2.82986  6.19144
H  -5.41688  -1.85292  1.31099
H  0.32267  3.28964  1.93752
H  -3.04892  -1.27862  0.88753

=====

4.
Entry from the OMol25 dataset: a gas-phase ion, C7H12NO3 (charge +1) at a distorted geometry (ωB97M-V/def2-TZVPD).

As for the SMILES: COC[C@]1(O)[NH2+]C(C)=CC1=O. As for the energy above the lowest of the compared OMol25 structures with the same formula, charge and spin: 1.572 eV. As for the net charge: +1. The LUMO energy comes out at -4.06 eV. Its multiplicity is 1.

CARTESIAN COORDINATES (ANGSTROEM)
O  0.16023  2.47802  -1.27622
O  -0.08732  1.64025  1.92742
O  1.66425  -0.87130  -0.12731
N  -0.61829  -0.27865  0.81276
C  -1.67655  1.06769  -0.83597
C  0.25720  0.91868  0.81565
C  2.70707  -1.30763  -1.00796
C  -2.88811  -1.09202  -0.14769
C  1.74548  0.35367  0.63999
C  -0.39813  1.65328  -0.62313
C  -1.81228  -0.06295  -0.09541
H  -2.49162  -1.99706  -0.15320
H  -0.09898  -1.12977  0.48392
H  -3.49641  -0.89311  0.68696
H  2.23453  -2.20657  -1.48794
H  -0.99412  -0.51380  1.73315
H  0.38399  2.56938  1.85490
H  2.51109  1.08978  0.04466
H  2.83449  -0.51711  -1.76659
H  -3.52198  -0.94375  -0.99233
H  2.18970  0.08966  1.64416
H  -2.24393  1.47964  -1.62751
H  3.63970  -1.52633  -0.50232

=====

| no. | molar mass (Da) |
| --- | --- |
| 1 | 879.9 |
| 2 | 486.0 |
| 3 | 648.5 |
| 4 | 158.2 |